{"formula": "C9H20F6N4Na2O12S6", "method": "ωB97M-V/def2-TZVPD", "species": ["Na", "Na", "C", "C", "C", "N", "C", "C", "C", "C", "C", "C", "H", "H", "H", "H", "H", "H", "H", "H", "H", "H", "H", "H", "H", "H", "H", "H", "H", "H", "H", "H", "N", "S", "O", "O", "F", "S", "O", "O", "F", "N", "S", "O", "O", "F", "S", "O", "O", "F", "N", "S", "O", "O", "F", "S", "O", "O", "F"], "coordinates": [[-2.1693, 2.7396, 3.6465], [-2.3935, -0.0102, 2.5892], [0.1851, 1.3204, 0.1219], [0.6692, 0.7236, -1.2178], [2.2051, 0.7271, -1.1825], [2.9902, 0.1216, -2.4186], [2.4685, 0.7354, -3.7983], [3.0277, -0.0064, -5.0342], [2.7760, -1.4596, -4.9513], [3.4372, -2.0356, -3.6522], [2.7539, -1.3946, -2.4205], [4.4634, 0.4859, -2.2269], [-0.8447, 1.0363, 0.3385], [0.2133, 2.4027, -0.0040], [0.7367, 1.0497, 1.0223], [0.2874, 1.3397, -2.0319], [0.1991, -0.2567, -1.2962], [2.6578, 0.3466, -0.2668], [2.6175, 1.7279, -1.3101], [1.3822, 0.6463, -3.8143], [2.7898, 1.7728, -3.8912], [2.5918, 0.3968, -5.9482], [4.1021, 0.1451, -5.1384], [1.7085, -1.6575, -5.0492], [3.2968, -1.8576, -5.8222], [3.2719, -3.1114, -3.5941], [4.5026, -1.8554, -3.7959], [1.6685, -1.4716, -2.3577], [3.1430, -1.9645, -1.5767], [4.8371, 0.1995, -1.2438], [4.4825, 1.5524, -2.4512], [5.1142, -0.1247, -2.8527], [-3.7619, 1.6947, 1.9136], [-5.2790, 1.4736, 1.8126], [-5.7248, 1.0603, 0.5024], [-6.2087, 2.2258, 2.6848], [-5.3000, 0.0716, 2.5168], [-3.9688, 3.1227, 1.0020], [-4.4003, 4.2830, 1.7723], [-4.1553, 3.0939, -0.4820], [-2.3467, 3.3831, 1.0710], [-1.6645, 0.6727, 4.6952], [-2.4402, 0.3498, 5.9485], [-2.5270, 1.3960, 6.9865], [-2.7428, -1.0310, 6.3208], [-3.8792, 0.5866, 5.1700], [-0.1818, 0.1202, 5.4514], [0.1231, -1.2841, 5.3807], [0.3909, 0.8988, 6.5238], [0.7858, 0.6526, 4.2375], [-2.1145, -1.9921, 1.4994], [-0.6440, -2.9268, 1.3766], [0.2560, -2.5134, 0.2832], [-0.7579, -4.2934, 1.8559], [0.0934, -2.2541, 2.6398], [-2.8598, -2.7191, 0.3856], [-3.4557, -3.9998, 0.7804], [-2.3391, -2.6653, -0.9539], [-4.0689, -1.6700, 0.2536]], "lowdin_charge": [0.642, 0.408, -0.076, -0.195, -0.091, -0.222, -0.050, -0.200, -0.201, -0.132, -0.087, 0.021, 0.067, 0.081, 0.081, 0.112, 0.102, 0.137, 0.122, 0.126, 0.129, 0.129, 0.117, 0.127, 0.118, 0.122, 0.106, 0.128, 0.141, 0.112, 0.107, 0.090, -0.302, 0.419, -0.236, -0.251, -0.161, 0.644, -0.253, -0.248, -0.253, -0.342, 0.469, -0.264, -0.228, -0.231, 0.615, -0.225, -0.230, -0.231, -0.315, 0.643, -0.319, -0.243, -0.209, 0.435, -0.275, -0.290, -0.190], "gap_ev": 8.36, "e_homo_ev": -9.8}